{"formula": "C18H17O4", "method": "wB97M-V/def2-TZVPD", "species": ["O", "O", "O", "O", "C", "C", "C", "C", "C", "C", "C", "C", "C", "C", "C", "C", "C", "C", "C", "C", "C", "C", "H", "H", "H", "H", "H", "H", "H", "H", "H", "H", "H", "H", "H", "H", "H", "H", "H"], "positions_angstrom": [[2.545, -2.212, -1.189], [-3.969, -0.059, 3.725], [-2.156, -0.171, -0.487], [1.989, 3.717, -4.914], [1.279, -0.226, -1.507], [-0.338, 1.524, -1.924], [-1.064, -1.515, 1.872], [-0.386, -1.234, 0.677], [2.520, 3.424, -6.115], [-0.472, -2.417, 2.755], [0.571, 2.149, -2.769], [-2.700, -0.727, 3.691], [0.747, -3.021, 2.482], [-2.394, -0.883, 2.208], [1.640, -1.486, -0.821], [-0.954, -0.331, -0.376], [1.420, -2.724, 1.311], [-1.660, 0.089, 4.440], [1.824, 1.587, -3.000], [0.860, -1.823, 0.417], [2.171, 0.389, -2.387], [0.019, 0.344, -1.272], [-2.450, 0.118, 1.778], [-0.991, -2.655, 3.676], [2.373, -3.180, 1.087], [-4.106, 0.284, 4.612], [-0.728, -0.449, 4.602], [2.118, 4.020, -6.979], [2.475, 2.118, -3.694], [1.170, -3.719, 3.194], [3.129, -0.082, -2.565], [3.634, 3.573, -6.198], [2.379, 2.356, -6.455], [-1.432, 0.998, 3.879], [-3.191, -1.449, 1.722], [-2.050, 0.368, 5.423], [-2.830, -1.711, 4.158], [0.333, 3.068, -3.292], [-1.322, 1.947, -1.766]], "atomic_forces_ev_per_a": [[-0.07, 0.16, 0.09], [0.07, -0.02, -0.04], [0.17, 0.06, 0.02], [-0.02, 0.01, 0.13], [-0.07, 0.11, -0.01], [0.20, -0.02, -0.11], [0.00, -0.11, -0.03], [0.20, -0.03, -0.06], [0.12, -0.05, -0.30], [-0.05, 0.01, -0.05], [-0.14, -0.08, 0.11], [-0.24, -0.07, -0.07], [-0.11, 0.03, 0.06], [0.14, 0.17, -0.03], [0.10, -0.02, -0.11], [-0.06, 0.05, -0.03], [-0.08, -0.05, 0.10], [-0.01, 0.06, 0.03], [0.19, -0.31, 0.02], [-0.05, -0.05, 0.08], [-0.27, 0.03, 0.16], [0.02, 0.00, -0.08], [0.00, -0.07, -0.02], [0.10, -0.05, 0.00], [0.02, 0.05, -0.11], [-0.01, -0.03, 0.03], [-0.01, -0.07, -0.07], [-0.02, -0.01, 0.08], [-0.15, 0.17, -0.05], [0.00, 0.01, -0.02], [0.00, 0.01, -0.02], [-0.06, 0.02, 0.06], [-0.01, 0.04, 0.07], [-0.04, 0.03, 0.06], [-0.06, 0.04, 0.07], [0.04, 0.03, 0.00], [0.10, 0.01, 0.08], [0.12, 0.00, -0.08], [-0.02, -0.08, 0.07]], "mulliken_charge": [-0.642, -0.529, -0.615, -0.807, 0.559, -0.635, 0.916, 0.452, -0.737, -0.515, -0.686, 0.194, -0.861, -0.917, 0.269, 0.167, -0.850, -1.245, -0.414, 0.322, -0.828, 0.447, 0.378, 0.340, 0.480, 0.318, 0.382, 0.222, 0.426, 0.397, 0.442, 0.184, 0.198, 0.292, 0.343, 0.403, 0.226, 0.483, 0.440], "largest_force_ev_per_a": 0.37, "homo_lumo_gap_ev": 4.35, "total_charge": -1, "de_lowest_kj_mol": 89.6, "e_tot_ha": -997.08139}